Entry 1:
The following is a quantum chemistry calculation of a cluster of 5 separate species, C23H38I3N2O16PS4 in total, from OMol25.

Structure (XYZ):
```
87
Properties=species:S:1:pos:R:3
C 2.9441 -1.6296 -0.7559
C 1.4160 -1.7918 -1.4169
P 0.1349 -0.5716 -0.7263
C -1.5765 -1.4463 -1.0467
C -2.2427 -2.0768 0.3133
C 0.1738 1.1470 -1.5952
C 0.7383 0.7586 -3.1306
N 1.4083 0.5971 -4.2534
C -1.2869 1.8038 -1.9112
I -1.7180 2.5024 -3.9948
C -2.4325 2.0122 -0.9945
C -3.8785 2.6729 -1.5163
I -2.2934 1.5142 1.1082
C 1.2720 2.2017 -0.8977
I 1.6094 1.3388 1.1340
C 0.4836 3.6561 -0.8510
N -0.1767 4.7557 -0.7016
C 2.7280 2.2258 -1.6136
C 3.9574 2.9798 -0.8737
C 3.6401 4.2341 0.0968
C 5.0038 1.9573 -0.0589
H 3.6635 -0.9879 -1.4191
H 3.3882 -2.7377 -0.7804
H 2.9191 -1.3296 0.3786
H 1.0688 -2.8789 -1.0633
H 1.4984 -1.8564 -2.5817
H -2.3351 -0.7652 -1.6210
H -1.3623 -2.3731 -1.7681
H -2.3906 -3.2357 0.2466
H -3.3408 -1.6144 0.3868
H -1.6212 -1.7978 1.2771
H -4.6547 2.5760 -0.6222
H -3.7441 3.8157 -1.7542
H -4.3410 2.0535 -2.4117
H 2.6092 2.7527 -2.6790
H 3.0836 1.0899 -1.7227
H 4.6454 3.4132 -1.7518
H 3.5382 5.2246 -0.5466
H 4.5827 4.4155 0.7976
H 2.6897 4.1705 0.7679
H 6.1100 2.3243 -0.2961
H 4.7884 2.1028 1.0821
H 4.8982 0.8517 -0.4396
C -8.1740 4.7263 1.3096
C -7.5375 5.4173 0.1067
O -6.9491 4.3678 -0.6583
S -7.8471 3.0174 -0.4839
O -8.7392 2.9191 -1.6177
O -6.9774 1.9406 -0.0709
O -8.7161 3.5066 0.8059
H -7.4217 4.4782 2.0653
H -8.9605 5.3333 1.7660
H -6.7827 6.1512 0.3991
H -8.2963 5.9040 -0.5152
C 2.5470 -6.1100 1.7490
C 3.1493 -4.7986 1.2519
O 2.0925 -3.8455 1.3399
S 1.1319 -4.2344 2.5995
O 1.5290 -3.4312 3.7346
O -0.2312 -4.3111 2.1279
O 1.6878 -5.7496 2.8293
H 1.9374 -6.5831 0.9723
H 3.3121 -6.8132 2.0885
H 3.5180 -4.8719 0.2260
H 3.9608 -4.4644 1.9070
C -2.1969 -5.0546 -4.2933
C -1.7772 -6.5100 -4.4815
O -0.7568 -6.7326 -3.5110
S -1.0632 -5.8125 -2.1995
O -1.7379 -6.6342 -1.2194
O 0.1185 -5.0384 -1.8983
O -2.1676 -4.8285 -2.8850
H -1.4796 -4.3737 -4.7626
H -3.1966 -4.8586 -4.6902
H -1.4018 -6.7083 -5.4882
H -2.6064 -7.1908 -4.2619
C 3.0037 2.1068 5.4073
C 4.0962 2.8764 6.1447
O 5.2946 2.6101 5.4195
S 4.9272 2.4149 3.8424
O 5.1677 3.6694 3.1645
O 5.4841 1.1594 3.3954
O 3.3168 2.2342 4.0213
H 3.0279 1.0432 5.6656
H 2.0071 2.5074 5.6114
H 4.1975 2.5611 7.1859
H 3.9118 3.9552 6.1077
```

Properties
HOMO level	-0.266	Eh
Kohn-Sham gap	6.836	eV
LUMO	-0.0151	Ha

Atom charges from the Mulliken analysis, given in e for atoms 1 to 6: -0.6340 -0.0943 -0.0999 -0.0845 -0.7212 2.5783


Entry 2:
The following is a quantum chemistry calculation of a structure of composition C23H38N2O4RuSe, from OMol25.

Structure (XYZ):
```
69
Properties=species:S:1:pos:R:3
Ru -0.0549 -0.0352 -2.4716
C 2.1364 -1.4034 -3.8029
C 0.8909 -2.0302 -4.3585
O -0.1336 -1.9220 -3.2956
C -1.5187 -2.2380 -3.6959
C -2.1802 -1.0029 -4.2388
O -1.9562 0.0525 -3.2295
C -2.3043 1.4359 -3.6176
C -1.0855 2.1016 -4.1863
O -0.0188 1.9244 -3.1855
C 1.3468 2.2615 -3.6269
C 1.9706 1.0632 -4.2824
O 1.8234 -0.0449 -3.3165
H 2.9277 -1.3515 -4.5511
H 2.5078 -1.9366 -2.9305
H 1.0570 -3.0862 -4.5750
H 0.5163 -1.5326 -5.2551
H -2.0012 -2.5897 -2.7870
H -1.5096 -3.0450 -4.4287
H -3.2540 -1.1623 -4.3431
H -1.7712 -0.6628 -5.1917
H -2.6395 1.9104 -2.6986
H -3.1275 1.4173 -4.3317
H -1.2651 3.1688 -4.3239
H -0.7582 1.6676 -5.1334
H 1.8734 2.5468 -2.7182
H 1.3132 3.1175 -4.3012
H 3.0332 1.2340 -4.4590
H 1.4908 0.7739 -5.2192
C 2.0556 -1.0780 3.8514
C 2.1547 -2.5111 3.3124
C 1.6862 -2.6974 1.8657
C 0.1783 -2.6934 1.6520
N -0.4898 -1.4310 2.0950
C -0.4714 -0.2389 1.4638
Se 0.5581 0.1479 -0.0873
N -1.1227 0.6936 2.1787
C -1.2579 2.1581 1.9047
C -0.3434 2.9688 2.8140
C 1.1447 2.7346 2.5634
C 1.6266 3.3395 1.2467
C -1.6281 0.0925 3.3097
C -2.3906 0.6024 4.3429
C -2.7187 -0.3031 5.3291
C -2.2813 -1.7090 5.2825
C -1.5372 -2.2117 4.2451
C -1.2199 -1.2985 3.2489
H 2.7235 -0.9381 4.6987
H 1.0558 -0.8149 4.2112
H 2.3538 -0.3470 3.0925
H 1.6189 -3.2076 3.9645
H 3.1965 -2.8230 3.3577
H 2.0126 -3.6731 1.4972
H 2.1664 -1.9501 1.2278
H -0.2774 -3.4827 2.2463
H -0.1147 -2.8603 0.6167
H -2.3110 2.3969 2.0525
H -1.0253 2.3076 0.8530
H -0.5967 2.7707 3.8577
H -0.5903 4.0189 2.6398
H 1.3775 1.6627 2.6132
H 1.7030 3.1824 3.3846
H 1.0975 2.9359 0.3759
H 2.6903 3.1562 1.1003
H 1.4771 4.4192 1.2466
H -2.7103 1.6336 4.3897
H -3.3140 0.0160 6.1769
H -2.5633 -2.3559 6.1048
H -1.2219 -3.2452 4.2292
```

Properties
HOMO level (alpha / beta)	-0.757 / -0.765	Eh
Kohn-Sham gap (alpha / beta)	7.318 / 5.662	eV
charge	+4
2S+1	5
LUMO (alpha / beta)	-0.4882 / -0.5569	Ha

Atom charges from the Mulliken analysis, given in e for atoms 1 to 6: 0.7881 -0.6496 -0.3832 -0.3060 -0.5456 -0.4151


Entry 3:
The following is a quantum chemistry calculation of a cluster of 2 separate species, C23H39BClF2N4O8P in total, from OMol25.

Structure (XYZ):
```
79
Properties=species:S:1:pos:R:3
C 5.9393 -0.3713 -2.3691
C 4.5699 -0.7340 -2.9597
C 3.4233 -0.4202 -1.9941
C 2.0856 -0.1461 -2.6696
O 1.4321 0.8586 -1.9089
C 0.0873 1.1563 -2.2131
C 0.0201 2.6549 -2.4936
C 0.7741 3.0169 -3.7666
C 0.6105 4.4760 -4.1925
O 1.6013 5.3512 -3.6791
C 1.4593 5.6607 -2.3122
O -0.3883 0.4220 -3.2874
B -1.8280 0.1354 -3.0997
C -1.9387 -1.5345 -3.3342
C -3.1741 -2.0867 -3.9265
O -3.3890 -2.5076 -5.0104
F -4.2003 -2.1034 -2.9999
P -3.1133 0.8945 -4.4335
O -2.1318 0.8849 -5.7751
Cl -3.1562 2.9507 -4.0060
O -2.1308 0.6493 -1.7426
C -0.8991 0.7652 -1.0494
C -1.0945 1.8001 0.0577
C 0.1309 2.3060 0.7984
C 0.0205 3.7127 1.3439
N 1.1947 1.6622 1.0253
C -0.6585 -0.6394 -0.4760
O 0.3581 -1.2493 -0.4180
N -1.8993 -1.2780 0.0242
C -2.3450 -0.8979 1.2544
O -1.7916 -1.0498 2.3007
F -3.5762 -0.3489 1.2186
H 6.7241 -1.0509 -2.7032
H 5.9108 -0.4244 -1.2776
H 6.2225 0.6490 -2.6312
H 4.5672 -1.7957 -3.2180
H 4.4021 -0.1677 -3.8787
H 3.3100 -1.2194 -1.2568
H 3.6825 0.4835 -1.4324
H 2.2366 0.1897 -3.7017
H 1.4777 -1.0514 -2.7138
H 0.4736 3.1761 -1.6446
H -1.0204 2.9672 -2.5588
H 0.4464 2.3730 -4.5859
H 1.8437 2.8400 -3.6156
H -0.3920 4.8432 -3.9316
H 0.7046 4.5439 -5.2769
H 2.0370 4.9711 -1.6849
H 0.4107 5.6019 -1.9960
H 1.8183 6.6788 -2.1563
H -1.1206 -1.7779 -4.0125
H -1.7683 -2.0918 -2.4071
H -2.6013 0.4135 -6.4706
H -1.8048 1.4343 0.8074
H -1.5902 2.6441 -0.4216
H -0.9761 4.1288 1.1964
H 0.7663 4.3538 0.8744
H 0.2132 3.6888 2.4172
H 1.1991 0.7491 0.5737
H -2.6429 -1.1591 -0.6621
C 0.2014 -2.5763 4.2350
C -1.2694 -2.8325 4.4794
N -1.5266 -3.5313 5.7574
C -2.6919 -4.1904 6.0694
C -2.5527 -4.6766 7.3261
N -1.3022 -4.3054 7.7631
C -0.7058 -3.6132 6.7928
C -0.7113 -4.6184 9.0636
H 0.7796 -3.5021 4.2555
H 0.3022 -2.1225 3.2520
H 0.6230 -1.8820 4.9638
H -1.6869 -3.4562 3.6916
H -1.8262 -1.8984 4.4867
H -3.5037 -4.2427 5.3661
H -3.2158 -5.2469 7.9510
H 0.2806 -3.1880 6.8494
H -0.4816 -3.6990 9.5963
H 0.1940 -5.2044 8.9265
H -1.4292 -5.1959 9.6371
```

Properties
HOMO level	-0.238	Eh
Kohn-Sham gap	5.383	eV
LUMO	-0.0404	Ha

Atom charges from the Mulliken analysis, given in e for atoms 1 to 6: -1.2876 -0.2554 -0.8851 -0.1974 0.1061 0.9180


Entry 4:
The following is a quantum chemistry calculation of a structure of composition C23H39BrIN10O3SiV, from OMol25.

Structure (XYZ):
```
79
Properties=species:S:1:pos:R:3
V 0.0174 -0.1672 -0.1701
C 1.1428 -0.9057 3.5866
C 1.0768 0.3074 2.6709
C 1.1556 1.6109 3.4397
O -0.1476 0.2743 1.9086
C 2.2078 0.1888 1.6035
O 3.2460 0.8010 1.8171
O 1.9389 -0.5862 0.6165
H 0.3205 -0.8861 4.3075
H 2.0868 -0.9039 4.1335
H 1.0743 -1.8206 2.9982
H 0.3309 1.6747 4.1562
H 1.1033 2.4582 2.7558
H 2.1009 1.6700 3.9750
H -0.9726 0.4037 2.3957
N -2.5517 -0.0094 -2.5572
C -1.3706 -0.6267 -2.9432
N -1.2212 -1.1603 -4.1424
N 0.0470 -1.6213 -4.1413
N 0.6156 -1.3776 -3.0147
N -0.2626 -0.7309 -2.2048
C -2.8898 0.2559 -1.2486
N -4.1056 0.5977 -0.8433
N -3.9688 0.7924 0.4805
N -2.7520 0.5789 0.8471
N -2.0224 0.2310 -0.2463
H -3.3195 -0.1263 -3.1961
I 2.7871 1.1876 -2.1680
C 1.5777 2.4667 -1.0681
C 1.8927 3.8208 -1.0409
C 1.0566 4.6850 -0.3636
C -0.0725 4.1733 0.2584
C -0.3024 2.8152 0.1942
N 0.5119 1.9586 -0.4492
H 2.7781 4.1705 -1.5498
H 1.2788 5.7441 -0.3285
H -0.7682 4.8086 0.7880
H -1.1676 2.3716 0.6679
C 2.4494 -3.9668 0.9671
C 1.7333 -4.7610 -0.1372
C 2.0429 -4.0318 -1.4536
C 2.3502 -6.1688 -0.2119
Si -0.1515 -4.8717 0.1733
Br -0.8293 -2.7947 0.8172
C -0.6118 -5.9592 1.6994
C -0.6444 -7.4473 1.3130
C 0.4080 -5.7781 2.8333
C -1.9797 -5.5953 2.3000
C -1.1957 -5.2660 -1.3845
C -2.6506 -5.5943 -1.0245
C -0.6071 -6.4690 -2.1417
C -1.2482 -4.0664 -2.3447
H 3.5263 -3.9977 0.7656
H 2.2930 -4.3716 1.9657
H 2.1555 -2.9168 0.9636
H 3.1303 -3.9256 -1.5370
H 1.6192 -3.0261 -1.4937
H 1.7033 -4.5803 -2.3326
H 3.4063 -6.0709 -0.4851
H 1.8749 -6.7980 -0.9674
H 2.3100 -6.6949 0.7434
H 0.2908 -7.7897 0.8688
H -1.4518 -7.6686 0.6126
H -0.8209 -8.0465 2.2136
H 1.4016 -6.1388 2.5687
H 0.0706 -6.3519 3.7040
H 0.4912 -4.7324 3.1376
H -2.8017 -5.7084 1.5989
H -1.9958 -4.5716 2.6736
H -2.1729 -6.2631 3.1475
H -2.7482 -6.5272 -0.4665
H -3.2190 -5.7075 -1.9537
H -3.1177 -4.7908 -0.4514
H -0.5401 -7.3671 -1.5243
H 0.3851 -6.2558 -2.5417
H -1.2560 -6.7014 -2.9929
H -1.7409 -3.2063 -1.8898
H -1.8325 -4.3497 -3.2263
H -0.2755 -3.7384 -2.6938
```

Properties
HOMO level (alpha / beta)	-0.163 / -0.193	Eh
Kohn-Sham gap (alpha / beta)	6.846 / 7.666	eV
charge	-1
2S+1	4
LUMO (alpha / beta)	0.0891 / 0.0890	Ha

Atom charges from the Mulliken analysis, given in e for atoms 1 to 6: 0.3155 -1.5608 2.0485 -1.9199 -0.0081 -0.1368


Entry 5:
The following is a quantum chemistry calculation of a cluster of 5 separate species, C23H39Cl16NO5 in total, from OMol25.

Structure (XYZ):
```
84
Properties=species:S:1:pos:R:3
C -1.7866 -3.1936 3.4628
C -2.8599 -4.1204 2.9323
O -2.2482 -5.0802 2.0863
C -3.1612 -5.6846 1.2111
C -2.3998 -6.5281 0.1936
O -3.0328 -6.4938 -1.0792
C -2.8093 -5.4612 -1.9177
O -3.4356 -5.3982 -2.9915
N -1.8109 -4.5331 -1.5000
C -2.1271 -3.1563 -1.8657
C -2.8858 -2.3930 -0.7716
C -4.3374 -2.1124 -1.1426
O -5.1022 -1.6413 -0.0394
C -0.5090 -4.9798 -2.0234
C 0.6967 -4.3096 -1.3422
C 1.5047 -3.4115 -2.2993
C 2.2189 -2.2308 -1.6126
C 1.5161 -0.8705 -1.8025
C 1.2610 -0.1226 -0.4891
C 0.1369 0.9169 -0.5959
C 0.3130 2.1229 0.3515
C 0.4366 3.4703 -0.3856
C 0.0304 4.6152 0.5282
O 0.1154 5.8925 -0.0627
C -0.8074 6.0968 -1.1054
H -1.2210 -3.6826 4.2516
H -2.2298 -2.2684 3.8193
H -1.0958 -2.9931 2.6438
H -3.6276 -3.5571 2.3926
H -3.3592 -4.6515 3.7495
H -3.8570 -6.3295 1.7565
H -3.7457 -4.9353 0.6691
H -2.4488 -7.5705 0.5027
H -1.3495 -6.2528 0.1696
H -2.7042 -3.1080 -2.7932
H -1.1975 -2.6252 -2.0621
H -2.8233 -2.9062 0.1885
H -2.3967 -1.4231 -0.6357
H -4.7958 -3.0271 -1.5181
H -4.3478 -1.3475 -1.9220
H -4.4948 -1.3074 0.6199
H -0.4480 -6.0581 -1.8660
H -0.4775 -4.8343 -3.1082
H 0.2975 -3.6757 -0.5465
H 1.3338 -5.0619 -0.8841
H 0.8304 -3.0504 -3.0770
H 2.2501 -4.0330 -2.7986
H 2.2807 -2.4525 -0.5477
H 3.2298 -2.1588 -2.0114
H 0.5966 -0.9649 -2.3816
H 2.1799 -0.2320 -2.3895
H 1.0068 -0.8438 0.2829
H 2.1723 0.3831 -0.1667
H -0.8038 0.4328 -0.3222
H 0.0059 1.2459 -1.6277
H 1.2073 1.9631 0.9547
H -0.5483 2.1975 1.0183
H -0.2061 3.4279 -1.2656
H 1.4798 3.5967 -0.6764
H -0.9812 4.4472 0.9184
H 0.7104 4.6119 1.3799
H -0.9997 7.1644 -1.1872
H -1.7575 5.5891 -0.9103
H -0.4261 5.7282 -2.0618
Cl 3.0127 -3.7995 2.1069
C 3.4592 -2.2984 2.9213
Cl 2.3682 -0.9947 2.4323
Cl 3.3523 -2.5350 4.6683
Cl 5.1151 -1.8642 2.4843
Cl 2.9555 6.2269 1.7518
C 2.1975 7.5569 2.6280
Cl 1.8202 8.8572 1.5000
Cl 0.7081 6.9885 3.3911
Cl 3.3048 8.1471 3.8732
Cl 3.2990 11.8411 -2.1071
C 1.5516 11.6959 -1.9059
Cl 1.1208 9.9936 -1.7257
Cl 1.0500 12.5800 -0.4617
Cl 0.7363 12.3658 -3.3214
Cl 7.2960 2.9459 0.7689
C 5.5641 2.8815 1.0953
Cl 5.0498 1.1978 1.2558
Cl 5.2027 3.7476 2.5875
Cl 4.6810 3.6358 -0.2397
```

Properties
structure (SMILES)	CCOCCOC(=O)N(CCCO)CCCCCCCCCCOC.ClC(Cl)(Cl)Cl.ClC(Cl)(Cl)Cl.ClC(Cl)(Cl)Cl.ClC(Cl)(Cl)Cl
HOMO level	-0.348	Eh
Kohn-Sham gap	9.550	eV
LUMO	0.0029	Ha

Atom charges from the Mulliken analysis, given in e for atoms 1 to 6: -1.0225 -0.3276 -0.3094 -0.3109 -0.2020 -0.3929


Entry 6:
The following is a quantum chemistry calculation of a structure of composition C23H39Cl2FIN2O6S2, from OMol25.

Structure (XYZ):
```
76
Properties=species:S:1:pos:R:3
C -0.5408 -1.4126 -0.7058
C -1.2782 -0.4769 -0.5832
C -2.1930 0.6159 -0.2918
C -1.5631 1.9440 0.1781
C -1.5050 2.1140 1.7072
C -0.2278 1.7254 2.4895
I 1.4319 1.1434 1.2028
N -0.4955 0.5702 3.3387
C -0.8960 0.8630 4.6186
O -1.4108 0.0833 5.3607
C -0.6395 2.3969 4.9008
C 0.0079 2.6187 6.2972
O 0.4375 1.3960 6.8858
C 1.6972 1.3944 7.4275
C 1.9065 2.3360 8.5806
O 2.5401 0.6524 7.0233
S -2.3692 2.9516 5.1741
O -2.8969 2.2368 6.2736
O -3.1256 3.0400 3.9769
F -2.1038 4.3966 5.7044
C 0.2575 2.7572 3.6358
S 1.8532 1.9928 4.1625
C 0.4142 4.1496 2.9294
Cl -1.0018 5.2282 3.0085
C 1.5929 5.0851 3.2804
C 1.7685 5.4169 4.7600
Cl 3.1101 4.5846 2.4885
H 0.2039 -2.1608 -0.8037
H -2.7314 0.8357 -1.2146
H -2.9485 0.2919 0.4209
H -2.2505 2.7103 -0.1754
H -0.6121 2.1433 -0.3045
H -1.7875 3.1296 1.9334
H -2.3045 1.4933 2.0959
H -0.9971 -0.2018 2.9215
H -0.7177 3.0685 6.9683
H 0.8390 3.3075 6.2076
H 2.9410 2.2583 8.8884
H 1.2194 2.1216 9.3921
H 1.7407 3.3582 8.2417
H 2.6218 3.0434 4.4548
H 0.5419 3.9172 1.8769
H 1.3367 6.0145 2.7899
H 0.8297 5.2638 5.2851
H 1.9906 6.4760 4.8565
H 2.5862 4.8854 5.2336
C -0.3672 -5.1228 -3.8175
C 0.4512 -4.9213 -5.0760
N -0.3400 -4.5192 -6.3026
C -1.3475 -5.5954 -6.5837
C 0.5756 -4.5069 -7.5090
C 1.7026 -3.4874 -7.5307
C -1.1373 -3.2412 -6.1443
C -0.4398 -1.9764 -5.6867
O 0.0983 -2.1525 -4.4019
C 1.1196 -1.2174 -4.0626
H -1.0308 -5.9837 -3.8880
H 0.3213 -5.3195 -2.9973
H -0.9498 -4.2443 -3.5514
H 0.9488 -5.8524 -5.3522
H 1.2135 -4.1685 -4.9191
H -0.8294 -6.5487 -6.6437
H -1.8356 -5.3730 -7.5287
H -2.0858 -5.6147 -5.7903
H -0.0698 -4.3699 -8.3755
H 0.9881 -5.5136 -7.5535
H 1.3695 -2.5192 -7.8952
H 2.4563 -3.8370 -8.2350
H 2.1933 -3.3578 -6.5685
H -1.9261 -3.4771 -5.4332
H -1.5970 -3.0643 -7.1170
H -1.2220 -1.2064 -5.6566
H 0.3149 -1.6320 -6.3943
H 1.0094 -0.2798 -4.6096
H 2.1057 -1.6445 -4.2704
H 1.0382 -1.0121 -2.9981
```

Properties
HOMO level	-0.368	Eh
Kohn-Sham gap	7.649	eV
charge	+1
LUMO	-0.0867	Ha

Atom charges from the Mulliken analysis, given in e for atoms 1 to 6: -0.2874 -0.2820 -0.8474 -1.1743 -0.7536 -0.7331


Computed total energy (eV) in order:
-137123.745 -103521.628 -74748.366 -157242.497 -236567.091 -97271.941